# 1
Here is C14H26HfNO7 as an isolated structure from OMol25. Energies are from ωB97M-V with the def2-TZVPD basis set.

LUMO energy ... -14.8 eV
Frontier orbital gap ... 1.794 eV
Total charge ... +3
E_HOMO ... -16.566 eV
Energy above the lowest of the compared OMol25 structures with the same formula, charge and spin ... 0.0000 eV

Geometry (Å):
1 Hf -1.537 4.034 -3.449
2 N -1.830 2.947 -0.706
3 O -2.745 3.061 -1.616
4 O -1.978 2.369 0.328
5 O -0.722 3.448 -1.120
6 C 3.423 1.238 -2.064
7 O 3.487 1.825 -0.767
8 C 2.388 2.650 -0.474
9 C 2.194 2.722 1.035
10 O 3.427 3.009 1.639
11 C 3.340 3.327 3.008
12 H 4.390 0.763 -2.195
13 H 3.250 1.987 -2.841
14 H 2.604 0.514 -2.094
15 H 1.449 2.273 -0.890
16 H 2.615 3.653 -0.857
17 H 1.959 1.722 1.448
18 H 1.367 3.416 1.229
19 H 3.006 2.474 3.609
20 H 2.687 4.179 3.232
21 H 4.323 3.638 3.356
22 C 2.745 -3.401 -2.773
23 O 1.413 -3.410 -2.296
24 C 0.535 -2.524 -2.900
25 C -0.763 -2.473 -2.107
26 O -0.560 -2.131 -0.743
27 C -0.193 -0.805 -0.463
28 H 3.240 -4.275 -2.361
29 H 3.253 -2.507 -2.381
30 H 2.789 -3.382 -3.865
31 H 0.259 -2.930 -3.888
32 H 0.964 -1.537 -3.103
33 H -1.285 -3.430 -2.123
34 H -1.542 -1.786 -2.468
35 H -0.951 -0.108 -0.848
36 H 0.819 -0.669 -0.860
37 H -0.130 -0.609 0.607
38 C -2.586 -1.762 2.401
39 C -3.208 -0.562 2.208
40 C -4.582 -0.376 2.531
41 C -5.330 -1.476 3.024
42 C -4.742 -2.699 3.158
43 C -3.330 -2.857 2.898
44 H -1.531 -1.899 2.210
45 H -2.707 0.372 1.977
46 H -5.039 0.598 2.416
47 H -6.339 -1.264 3.354
48 H -5.384 -3.512 3.473
49 H -2.909 -3.832 3.110

Results of the Löwdin charge analysis, in e, for atoms 1 through 2: 1.842, -0.514

***

# 2
Here is a 2-piece molecular cluster, C3H11N2O2P overall from OMol25. Energies are from ωB97M-V with the def2-TZVPD basis set.

LUMO energy (spin up / spin down) ... -0.4 / -0.4 eV
Frontier orbital gap (spin up / spin down) ... 8.931 / 8.930 eV
Total charge ... 0
E_HOMO (spin up / spin down) ... -9.301 / -9.300 eV
Energy above the lowest of the compared OMol25 structures with the same formula, charge and spin ... 4.7827 eV

Geometry (Å):
1 C 0.706 1.843 -1.827
2 C -0.346 -2.479 1.817
3 C -0.352 0.834 -1.486
4 N 1.232 1.279 1.261
5 N 0.657 -1.425 1.515
6 O -2.194 0.576 1.453
7 O -0.014 -0.203 -0.596
8 P 0.265 0.100 0.919
9 H 1.501 1.794 -0.942
10 H 1.098 1.565 -2.808
11 H 0.247 2.869 -1.754
12 H -0.417 -2.469 2.949
13 H -1.304 -2.398 1.226
14 H -0.004 -3.402 1.657
15 H -0.628 0.353 -2.405
16 H -1.248 1.298 -0.979
17 H 1.399 1.364 2.227
18 H 1.401 -1.351 2.135
19 H -2.334 -0.367 1.652

Results of the Löwdin charge analysis, in e, for atoms 1 through 2: -0.093, -0.109

***

# 3
Here is a 2-piece molecular cluster, C2O2S overall from OMol25. Energies are from ωB97M-V with the def2-TZVPD basis set.

LUMO energy ... 0.0 eV
Frontier orbital gap ... 11.140 eV
Total charge ... 0
E_HOMO ... -11.188 eV
Energy above the lowest of the compared OMol25 structures with the same formula, charge and spin ... 1.6119 eV

Geometry (Å):
1 C -1.237 -0.348 -0.049
2 C 2.510 0.392 1.043
3 O -0.263 0.234 -0.212
4 O -2.218 -0.844 0.256
5 S 3.392 0.342 -0.219

Results of the Löwdin charge analysis, in e, for atoms 1 through 2: -0.437, -0.578

***

# 4
Here is a 2-piece molecular cluster, C3H7O3 overall from OMol25. Energies are from ωB97M-V with the def2-TZVPD basis set.

LUMO energy ... 4.2 eV
Frontier orbital gap ... 8.502 eV
Total charge ... -1
E_HOMO ... -4.281 eV
Energy above the lowest of the compared OMol25 structures with the same formula, charge and spin ... 0.3320 eV

Geometry (Å):
1 O -0.397 0.155 0.891
2 C -0.433 0.105 -0.359
3 O -1.281 0.546 -1.154
4 C 0.876 -0.460 -1.047
5 C 1.282 0.383 -2.251
6 H 1.696 -0.386 -0.329
7 H 0.671 -1.494 -1.332
8 H 0.544 0.353 -3.052
9 H 1.273 1.430 -1.932
10 H 2.234 0.122 -2.718
11 H -0.353 0.181 2.861
12 H -0.021 -1.191 2.793
13 O -0.387 -0.595 3.451

Results of the Löwdin charge analysis, in e, for atoms 1 through 2: -0.089, -0.728